25
Properties=species:S:1:pos:R:3:forces:R:3 method="wB97M-V/def2-TZVPD" de_lowest_kj_mol=846.7 e_homo_ev="-13.3 / -13.2" total_charge=+1
C -0.928870 -2.093361 -0.945001 0.9 -1.1 -0.1
C 1.273209 1.799484 -0.733701 0.5 3.4 1.0
C -1.781287 0.801341 -0.155438 -2.9 -4.0 -0.3
C -0.306430 0.638234 1.773638 -3.5 1.2 0.6
C -0.889572 -1.365352 0.440196 0.0 -0.3 -1.1
C 0.622997 0.518749 -0.456147 0.0 -2.0 -2.0
N 3.023888 -0.568113 -0.062895 -2.6 0.1 -0.1
N -0.561774 0.162013 0.380377 -0.3 0.0 0.6
O 3.630118 0.415816 -0.200336 2.1 0.3 0.1
O 3.170569 -1.682894 0.267916 0.8 -0.7 0.2
H -1.448776 -3.091940 -0.832222 0.2 1.3 0.1
H -1.463202 -1.529065 -1.736727 0.3 -0.4 0.6
H 0.087503 -2.432681 -1.341958 -1.2 0.9 0.6
H 1.087580 2.137957 -1.766920 0.3 -0.7 0.0
H 0.834203 2.707910 -0.227642 0.4 -1.0 0.3
H 2.434791 1.892618 -0.542804 -2.5 -0.5 -0.3
H -2.693358 0.612441 0.542990 1.8 0.2 -1.1
H -1.665963 1.791193 -0.244404 0.6 3.7 -0.4
H -2.007375 0.320534 -1.154160 0.2 0.8 1.1
H -1.266060 0.975483 2.380502 1.6 -0.8 -1.7
H 0.043454 -0.188842 2.280264 1.5 -1.2 1.3
H 0.310529 1.484185 1.687484 1.1 0.8 0.4
H -0.184004 -1.792208 1.147397 0.2 -0.2 -0.3
H -1.889950 -1.464764 0.891467 0.4 0.5 -0.1
H 0.567780 -0.048728 -1.391873 0.0 -0.3 0.6